1.
The following is a DFT calculation (ωB97M-V/def2-TZVPD) of the molecule C4H5NOS at a distorted geometry.

XYZ file:
```
12
Properties=species:S:1:pos:R:3
N 1.268 -1.147 0.818
C 0.313 -0.296 0.330
C -0.781 0.268 1.134
C -1.719 0.668 0.282
O -1.312 0.541 -1.031
C -0.090 0.027 -0.954
S 1.070 -0.395 -2.367
H 1.740 -1.102 1.698
H 2.040 -1.432 0.191
H -1.047 0.409 2.238
H -2.589 1.388 0.421
H 1.109 1.072 -2.759
```

## Properties
Kohn-Sham gap in eV: 8.499
SMILES string: Nc1ccoc1S


2.
The following is a DFT calculation (ωB97M-V/def2-TZVPD) of the molecule C4H5NOS at a distorted geometry.

XYZ file:
```
12
Properties=species:S:1:pos:R:3
O -2.622 -0.132 -0.490
C -1.601 -0.218 0.429
C -0.407 0.727 0.543
C 0.722 1.474 -0.108
N 1.776 0.751 -0.274
S 1.433 -0.946 0.033
C -0.297 -0.602 -0.195
H -3.321 0.445 -0.122
H -1.872 -0.565 1.425
H -0.075 0.596 1.565
H 0.805 2.582 -0.286
H -0.429 -0.412 -1.289
```

## Properties
Kohn-Sham gap in eV: 9.364
SMILES string: O[C@@H]1[C@@H]2C=NS[C@@H]12